Record 1
{"formula": "C17H17FIrN6S", "method": "ωB97M-V with the def2-TZVPD basis set", "elements": ["Ir", "N", "C", "S", "N", "N", "C", "C", "C", "C", "C", "C", "N", "H", "H", "H", "H", "H", "H", "H", "F", "C", "C", "C", "C", "C", "C", "C", "H", "H", "H", "H", "H", "H", "N", "C", "C", "C", "N", "H", "H", "H", "H"], "xyz": [[-0.254, -0.663, 0.060], [1.023, -1.642, -4.042], [0.662, -1.039, -2.906], [1.324, -1.672, -1.409], [-0.114, 0.012, -2.990], [-0.495, 0.514, -1.803], [-1.051, 1.667, -1.773], [-1.487, 2.188, -0.488], [-2.224, 3.364, -0.397], [-2.648, 3.804, 0.842], [-2.333, 3.050, 1.965], [-1.596, 1.894, 1.795], [-1.163, 1.472, 0.603], [1.669, -2.410, -4.032], [0.693, -1.277, -4.920], [-1.205, 2.231, -2.687], [-2.460, 3.914, -1.298], [-3.221, 4.717, 0.934], [-2.651, 3.347, 2.954], [-1.337, 1.270, 2.644], [1.047, -2.133, 5.695], [0.388, -2.183, 4.532], [-0.744, -1.398, 4.373], [-1.410, -1.438, 3.165], [-0.949, -2.242, 2.102], [-1.581, -2.205, 0.791], [0.179, -3.057, 2.331], [0.846, -3.030, 3.537], [-1.092, -0.794, 5.199], [-2.318, -0.861, 3.030], [-2.593, -1.804, 0.762], [-1.464, -3.093, 0.177], [0.524, -3.710, 1.537], [1.711, -3.652, 3.723], [1.531, 1.014, 2.181], [2.665, 1.048, 2.903], [3.368, -0.095, 2.600], [2.576, -0.764, 1.661], [1.466, -0.083, 1.411], [0.817, 1.717, 2.113], [2.888, 1.871, 3.560], [4.321, -0.400, 2.993], [2.762, -1.697, 1.156]], "lowdin_charge": [1.19, 0.10, -0.82, 0.60, -0.01, -0.18, -0.06, -0.26, 0.01, -0.03, -0.03, -0.14, -0.01, 0.10, 0.12, 0.14, 0.13, 0.12, 0.12, 0.10, 0.09, -0.27, 0.00, -0.06, -0.38, -0.21, -0.06, 0.00, 0.13, 0.11, 0.07, 0.06, 0.12, 0.13, 0.01, -0.06, -0.03, -0.16, -0.13, 0.12, 0.13, 0.11, 0.10], "total_charge": 1, "homo_lumo_gap_ev": [6.27, 6.85], "homo_ev": [-9.8, -11.4], "s2": 6.03, "multiplicity": 5}

=====

Record 2
{"formula": "C17H17N3O2", "method": "ωB97M-V with the def2-TZVPD basis set", "elements": ["C", "C", "C", "C", "O", "C", "C", "C", "C", "C", "O", "C", "C", "C", "N", "C", "N", "C", "N", "C", "C", "C", "H", "H", "H", "H", "H", "H", "H", "H", "H", "H", "H", "H", "H", "H", "H", "H", "H"], "xyz": [[1.151, -0.669, -5.579], [0.241, -0.230, -4.633], [0.178, -0.830, -3.389], [1.041, -1.877, -3.083], [0.991, -2.566, -1.899], [0.746, -1.924, -0.718], [0.191, -2.689, 0.307], [-0.003, -2.116, 1.546], [0.331, -0.793, 1.789], [0.877, -0.025, 0.767], [1.278, 1.275, 0.859], [0.939, 2.082, 1.969], [-0.318, 2.918, 1.702], [-1.599, 2.088, 1.617], [-1.937, 1.521, 2.895], [-2.426, 0.302, 3.185], [-2.622, 0.187, 4.477], [-2.237, 1.386, 4.956], [-1.819, 2.218, 4.032], [1.090, -0.602, -0.485], [1.947, -2.327, -4.038], [1.998, -1.723, -5.280], [1.196, -0.194, -6.548], [-0.431, 0.583, -4.865], [-0.545, -0.499, -2.657], [-0.065, -3.718, 0.115], [-0.425, -2.704, 2.347], [0.171, -0.394, 2.777], [1.789, 2.760, 2.098], [0.828, 1.500, 2.886], [-0.187, 3.451, 0.760], [-0.428, 3.643, 2.510], [-1.490, 1.269, 0.902], [-2.420, 2.736, 1.288], [-2.615, -0.455, 2.452], [-2.265, 1.639, 5.995], [1.544, 0.001, -1.255], [2.598, -3.150, -3.789], [2.706, -2.075, -6.016]], "lowdin_charge": [-0.10, -0.08, -0.03, -0.26, 0.04, -0.25, -0.01, -0.08, -0.05, -0.26, -0.04, -0.18, -0.14, -0.13, -0.14, -0.17, 0.08, -0.22, 0.10, 0.06, 0.00, -0.08, 0.10, 0.10, 0.12, 0.12, 0.11, 0.10, 0.13, 0.11, 0.12, 0.11, 0.12, 0.13, 0.12, 0.10, 0.13, 0.12, 0.10], "homo_lumo_gap_ev": 9.15, "homo_ev": -8.5}

=====

Record 3
{"formula": "C17H17N3O2S", "method": "ωB97M-V with the def2-TZVPD basis set", "elements": ["C", "H", "H", "H", "C", "C", "C", "C", "C", "N", "C", "N", "C", "N", "H", "C", "C", "C", "C", "C", "C", "C", "C", "H", "H", "H", "H", "H", "H", "H", "H", "C", "O", "O", "H", "H", "S", "H", "H", "H"], "xyz": [[-2.261, 0.936, 4.938], [-2.525, 2.108, 4.785], [-2.414, 0.846, 6.047], [-3.085, 0.432, 4.419], [-0.875, 0.779, 4.144], [-0.805, 0.794, 2.748], [-0.681, -0.200, 1.791], [-0.965, 0.524, 0.405], [-0.990, 1.891, 0.444], [-0.905, 2.714, -0.515], [-1.029, 1.881, -1.678], [-0.902, 0.675, -1.994], [-0.674, 0.108, -0.890], [-0.705, -1.475, -0.967], [-0.541, -1.873, -0.264], [0.275, -1.959, -2.133], [1.804, -1.960, -1.714], [2.175, -0.879, -0.933], [2.155, 0.436, -1.501], [2.586, 1.409, -0.765], [2.580, 1.481, 0.471], [2.451, 0.017, 1.210], [2.097, -0.997, 0.495], [2.072, -2.019, 1.007], [2.212, 0.229, 2.158], [2.764, 2.384, 1.208], [2.860, 2.572, -1.346], [2.081, 0.413, -2.601], [2.345, -2.244, -2.650], [1.814, -2.949, -1.089], [-0.035, -1.079, -2.898], [-0.450, -3.061, -2.858], [0.220, -3.989, -3.245], [-1.640, -3.159, -2.697], [-2.028, -2.439, -2.203], [-1.062, 2.538, -2.479], [-1.043, 2.575, 2.089], [-0.751, -1.344, 2.137], [-0.186, 1.134, 4.730], [-0.770, -0.669, 4.433]], "lowdin_charge": [-0.11, 0.10, 0.07, 0.06, -0.29, -0.50, 0.00, -0.13, -0.66, 0.13, -0.17, 0.18, -0.25, 0.16, -0.07, -0.13, -0.12, -0.24, -0.07, -0.25, -0.05, -0.02, -0.10, 0.15, 0.05, 0.15, 0.20, 0.14, 0.14, 0.16, 0.17, -0.65, 0.10, 0.22, 0.12, 0.10, 1.02, 0.16, 0.03, 0.21], "homo_lumo_gap_ev": 8.63, "homo_ev": -8.7}

=====

Record 4
{"formula": "C17H17N5O7OsS3", "method": "ωB97M-V with the def2-TZVPD basis set", "elements": ["Os", "C", "C", "N", "C", "S", "N", "N", "C", "C", "C", "C", "C", "C", "C", "N", "H", "H", "H", "H", "H", "H", "H", "H", "H", "H", "H", "H", "H", "O", "S", "O", "N", "C", "O", "C", "C", "C", "C", "C", "C", "H", "H", "H", "H", "O", "S", "O", "O", "O"], "xyz": [[0.706, -0.929, 0.687], [-1.655, -1.597, 5.757], [-1.341, -2.890, 5.017], [-1.825, -2.894, 3.641], [-1.209, -2.345, 2.590], [0.406, -1.674, 2.845], [-1.847, -2.349, 1.445], [-1.161, -1.771, 0.426], [-1.704, -1.685, -0.751], [-3.069, -2.190, -1.058], [-0.890, -1.034, -1.789], [-1.337, -0.799, -3.077], [-0.500, -0.157, -3.967], [0.786, 0.192, -3.577], [1.184, -0.077, -2.285], [0.348, -0.647, -1.415], [-1.281, -1.647, 6.780], [-2.731, -1.422, 5.793], [-1.184, -0.747, 5.262], [-1.804, -3.739, 5.517], [-0.268, -3.081, 5.009], [-2.757, -3.232, 3.457], [-3.503, -2.665, -0.187], [-3.030, -2.905, -1.883], [-3.699, -1.353, -1.367], [-2.336, -1.086, -3.369], [-0.848, 0.081, -4.963], [1.466, 0.679, -4.262], [2.174, 0.149, -1.912], [-1.891, 4.356, -2.008], [-1.039, 3.227, -2.219], [-1.019, 2.613, -3.520], [-1.311, 2.057, -1.077], [-0.275, 1.924, -0.300], [-0.206, 1.042, 0.632], [0.895, 2.802, -0.613], [2.132, 2.836, 0.001], [3.091, 3.700, -0.524], [2.809, 4.500, -1.626], [1.559, 4.459, -2.240], [0.627, 3.597, -1.708], [2.351, 2.206, 0.852], [4.072, 3.748, -0.069], [3.574, 5.162, -2.011], [1.330, 5.075, -3.100], [4.460, -1.512, -0.534], [3.354, -2.034, 0.203], [3.611, -2.808, 1.373], [2.548, -0.621, 0.765], [2.235, -2.519, -0.639]], "lowdin_charge": [1.55, -0.09, -0.27, 0.00, -0.70, 0.71, 0.01, -0.16, -0.22, 0.00, -0.20, 0.02, -0.03, -0.01, -0.07, -0.05, 0.08, 0.08, 0.06, 0.12, 0.09, 0.15, 0.07, 0.10, 0.11, 0.12, 0.13, 0.13, 0.13, -0.28, 0.65, -0.30, 0.02, -0.52, -0.19, -0.16, 0.00, -0.05, -0.06, -0.03, -0.21, 0.11, 0.11, 0.11, 0.12, -0.28, 0.36, -0.29, -0.55, -0.40], "homo_lumo_gap_ev": [7.47, 7.01], "homo_ev": [-8.9, -9.3], "s2": 6.02, "multiplicity": 5}

=====

Values for energy above the lowest of the compared OMol25 structures with the same formula, charge and spin, kcal/mol, ordered as above
0.0 47.3 308.1 0.0